(1)
{"formula": "C46H42F9N4NaO3P2STe", "method": "ωB97M-V with the def2-TZVPD basis set", "symbols": ["Na", "N", "P", "C", "C", "C", "C", "C", "C", "C", "C", "C", "C", "C", "C", "P", "C", "C", "C", "C", "C", "C", "C", "C", "C", "C", "C", "C", "H", "H", "H", "H", "H", "H", "H", "H", "H", "H", "H", "H", "H", "H", "H", "H", "H", "H", "H", "H", "H", "C", "N", "C", "C", "C", "C", "C", "C", "C", "C", "H", "H", "H", "H", "H", "H", "H", "H", "H", "H", "H", "H", "H", "Te", "C", "C", "C", "C", "S", "H", "H", "H", "F", "C", "F", "F", "C", "O", "C", "F", "F", "F", "C", "F", "F", "F", "C", "N", "C", "C", "C", "O", "N", "C", "O", "H", "H", "H", "H", "H"], "xyz": [[1.138, -0.602, -0.018], [-2.716, -0.141, -0.765], [-0.921, 1.580, -0.246], [-2.229, 2.916, -0.293], [-3.575, 2.617, -0.086], [-4.552, 3.605, -0.127], [-4.192, 4.919, -0.389], [-2.859, 5.226, -0.625], [-1.890, 4.236, -0.580], [-0.437, 1.761, -1.999], [0.885, 1.648, -2.410], [1.216, 1.637, -3.759], [0.222, 1.752, -4.716], [-1.106, 1.864, -4.319], [-1.434, 1.871, -2.975], [-1.719, -1.430, -0.616], [-1.460, -2.044, -2.350], [-0.231, -1.829, -2.971], [-0.059, -2.093, -4.322], [-1.119, -2.564, -5.080], [-2.349, -2.787, -4.475], [-2.515, -2.528, -3.123], [-2.852, -2.790, -0.032], [-2.571, -4.152, -0.162], [-3.388, -5.109, 0.421], [-4.505, -4.734, 1.157], [-4.804, -3.385, 1.291], [-3.984, -2.432, 0.702], [-3.474, -0.305, -1.430], [-3.841, 1.575, 0.034], [-5.592, 3.345, 0.044], [-4.952, 5.692, -0.435], [-2.570, 6.245, -0.856], [-0.854, 4.474, -0.775], [1.686, 1.561, -1.689], [2.257, 1.509, -4.034], [0.467, 1.748, -5.772], [-1.895, 1.926, -5.061], [-2.470, 1.946, -2.676], [0.609, -1.472, -2.392], [0.907, -1.918, -4.781], [-0.991, -2.761, -6.139], [-3.184, -3.157, -5.063], [-3.483, -2.699, -2.662], [-1.700, -4.459, -0.729], [-3.154, -6.162, 0.309], [-5.136, -5.487, 1.616], [-5.682, -3.079, 1.852], [-4.220, -1.377, 0.778], [-2.230, 2.192, 3.793], [-2.483, 0.733, 3.919], [-3.918, 0.425, 3.759], [-1.638, -0.073, 2.946], [-0.204, 0.059, 3.368], [0.116, -0.654, 4.533], [1.352, -0.530, 5.132], [2.282, 0.319, 4.545], [1.957, 1.007, 3.392], [0.716, 0.922, 2.737], [-2.685, 2.721, 4.630], [-2.658, 2.543, 2.860], [-1.159, 2.377, 3.759], [-2.158, 0.445, 4.842], [-4.159, 0.530, 2.705], [-4.521, 1.122, 4.338], [-4.121, -0.599, 4.070], [-1.822, 0.295, 1.938], [-1.978, -1.108, 3.020], [-0.624, -1.323, 4.974], [1.596, -1.092, 6.026], [3.263, 0.434, 4.995], [2.701, 1.674, 2.960], [0.900, 2.636, 1.033], [1.423, 4.662, -0.117], [2.690, 4.841, -0.609], [3.129, 6.191, -0.736], [2.193, 7.082, -0.316], [0.776, 6.255, 0.222], [3.301, 3.991, -0.893], [4.099, 6.483, -1.120], [2.230, 8.161, -0.299], [1.238, -3.559, 2.195], [1.421, -4.432, 1.197], [0.229, -5.029, 0.973], [2.244, -5.405, 1.677], [1.959, -3.689, -0.092], [1.390, -2.525, -0.244], [1.706, -4.652, -1.311], [2.403, -4.261, -2.393], [0.411, -4.670, -1.662], [2.054, -5.948, -1.068], [3.526, -3.577, 0.076], [4.036, -2.721, -0.811], [4.213, -4.744, -0.078], [3.840, -3.122, 1.310], [5.300, -0.127, 1.759], [5.135, 0.030, 0.330], [6.192, 0.026, -0.526], [6.027, 0.195, -1.845], [4.676, 0.428, -2.371], [4.502, 0.677, -3.570], [3.645, 0.364, -1.478], [3.824, 0.172, -0.179], [2.901, 0.108, 0.657], [6.362, -0.215, 1.988], [4.771, -1.011, 2.112], [4.878, 0.735, 2.281], [7.166, -0.115, -0.071], [6.864, 0.189, -2.528]], "forces_ev_per_angstrom": [[-1.1, 0.7, -0.1], [-0.2, 0.3, 0.1], [-0.8, 0.4, 0.0], [-0.1, -0.1, 0.2], [0.0, -0.2, 0.1], [0.1, 0.1, 0.1], [-0.1, 0.0, 0.0], [0.0, 0.1, 0.0], [0.0, -0.1, 0.0], [0.1, 0.0, -0.2], [-0.1, 0.1, 0.0], [0.1, 0.0, -0.1], [0.0, 0.0, -0.1], [0.0, 0.0, 0.0], [0.0, -0.1, 0.0], [-0.4, -0.3, -0.2], [0.0, 0.1, 0.0], [-0.1, -0.1, 0.0], [0.1, 0.1, -0.1], [0.0, 0.0, 0.0], [-0.1, 0.0, 0.0], [0.0, 0.0, 0.0], [0.1, 0.0, 0.3], [0.1, 0.0, -0.1], [0.0, -0.1, 0.0], [0.0, 0.0, 0.0], [0.0, -0.1, 0.0], [0.0, 0.0, 0.0], [0.0, 0.0, 0.0], [0.0, -0.1, 0.1], [0.0, 0.0, 0.0], [0.0, 0.0, 0.0], [0.0, 0.0, 0.0], [-0.1, 0.0, -0.1], [0.1, 0.0, 0.0], [0.0, 0.0, 0.0], [0.0, 0.0, 0.0], [0.0, 0.0, 0.0], [0.0, 0.0, 0.0], [0.1, 0.0, 0.0], [0.0, 0.0, 0.0], [0.0, 0.0, 0.0], [0.0, 0.0, 0.0], [0.0, 0.0, 0.0], [0.0, 0.0, 0.1], [0.0, 0.0, 0.0], [0.0, 0.0, 0.0], [0.0, 0.0, 0.0], [0.0, 0.1, 0.0], [0.1, 0.3, -0.1], [-0.1, 0.1, -0.1], [-0.3, 0.0, -0.1], [0.5, -0.1, -0.3], [0.3, 0.2, 0.0], [-0.1, 0.0, 0.1], [0.0, -0.1, 0.1], [0.1, 0.1, 0.1], [0.0, 0.1, -0.1], [-0.2, -0.7, 0.2], [0.0, -0.1, 0.0], [-0.1, 0.0, -0.2], [0.1, -0.1, 0.0], [0.0, 0.0, 0.0], [0.0, 0.0, -0.1], [0.1, 0.0, 0.1], [0.1, 0.0, 0.0], [-0.1, 0.1, -0.1], [-0.1, 0.1, 0.0], [0.0, -0.1, 0.0], [0.0, 0.0, 0.0], [0.0, 0.0, 0.0], [0.0, -0.1, 0.0], [0.0, 1.4, 0.4], [-0.1, 0.2, 0.1], [0.0, -0.2, -0.2], [0.1, 0.1, 0.0], [-0.3, 0.1, 0.1], [0.3, -0.4, -0.1], [0.0, 0.0, 0.0], [0.0, 0.0, 0.0], [0.1, 0.0, -0.1], [0.0, -0.2, -0.1], [0.0, 0.0, 0.2], [0.2, 0.1, 0.1], [-0.2, 0.1, -0.1], [0.1, -0.4, 0.1], [0.4, -1.7, -0.2], [-0.1, -0.1, -0.1], [-0.1, -0.1, 0.2], [0.3, 0.0, 0.0], [-0.1, 0.2, -0.1], [0.2, 0.0, -0.1], [-0.1, -0.1, 0.2], [-0.2, 0.2, 0.0], [0.0, 0.0, -0.2], [-0.2, 0.0, 0.0], [-0.1, 0.1, 0.1], [0.1, 0.0, -0.1], [0.0, 0.0, 0.0], [0.0, 0.0, 0.1], [0.0, 0.0, 0.0], [-0.2, 0.1, -0.3], [0.4, -0.1, 0.1], [1.3, 0.2, 0.3], [0.0, 0.0, 0.0], [0.0, 0.0, 0.0], [0.1, 0.0, 0.0], [0.0, 0.0, 0.0], [0.0, 0.0, 0.0]], "mulliken_charge": [2.06, -0.45, 0.81, -0.04, 0.18, -0.56, -0.61, -0.67, -0.80, 1.21, -0.09, -0.65, -0.65, -0.62, -0.78, 0.58, 0.83, 0.01, -1.08, -0.68, -0.69, -0.41, -0.18, -0.17, -0.63, -0.54, -0.56, -0.65, 0.27, 0.21, 0.40, 0.31, 0.43, 0.39, -0.23, 0.45, 0.35, 0.38, 0.24, 0.25, 0.49, 0.35, 0.36, 0.37, 0.30, 0.40, 0.33, 0.41, 0.29, -0.66, 0.27, -0.65, 0.57, 1.07, -0.58, -1.08, -0.76, -0.51, 0.03, 0.35, 0.31, 0.25, 0.48, 0.18, 0.36, 0.32, -1.27, 0.44, 0.40, 0.35, 0.38, 0.07, 0.60, 0.14, -0.68, -0.52, -0.53, -0.16, 0.33, 0.37, 0.35, -0.14, 0.18, -0.24, -0.31, 1.11, -1.86, 0.29, -0.26, -0.17, -0.32, 0.36, -0.21, -0.33, -0.31, -0.80, 0.39, -0.17, -1.02, 0.25, -0.81, 0.72, -0.70, -0.22, 0.34, 0.17, 0.18, 0.31, 0.38], "total_charge": -2, "e_above_lowest_kcal_mol": 49.4, "homo_ha": -0.067, "homo_lumo_gap_ev": 5.00, "lumo_ev": 3.19, "total_energy_ev": -126068.0940}

***

(2)
{"formula": "C46H42FN5O3PSSiV", "method": "ωB97M-V with the def2-TZVPD basis set", "symbols": ["V", "C", "Si", "C", "C", "N", "C", "C", "C", "C", "C", "C", "F", "H", "H", "H", "H", "H", "H", "H", "H", "H", "H", "H", "H", "H", "N", "C", "C", "C", "C", "C", "C", "P", "C", "C", "C", "C", "C", "C", "C", "C", "C", "C", "C", "C", "H", "H", "H", "H", "H", "H", "H", "H", "H", "H", "H", "H", "H", "H", "H", "H", "C", "C", "C", "C", "C", "C", "N", "N", "C", "C", "C", "C", "C", "C", "H", "H", "H", "H", "H", "H", "H", "H", "H", "O", "S", "O", "N", "C", "O", "C", "C", "C", "C", "C", "C", "H", "H", "H", "H"], "xyz": [[0.642, -0.224, 1.055], [1.125, -4.557, -0.958], [1.012, -3.556, 0.618], [-0.739, -3.766, 1.223], [2.088, -4.251, 1.986], [1.435, -1.873, 0.306], [2.677, -1.621, -0.283], [3.676, -2.562, -0.584], [4.880, -2.197, -1.167], [5.166, -0.875, -1.475], [4.218, 0.095, -1.181], [3.045, -0.315, -0.604], [2.104, 0.660, -0.300], [0.676, -5.539, -0.784], [2.134, -4.715, -1.338], [0.546, -4.065, -1.742], [-0.910, -4.847, 1.246], [-1.484, -3.336, 0.557], [-0.912, -3.396, 2.232], [1.741, -5.251, 2.261], [2.001, -3.613, 2.870], [3.148, -4.323, 1.741], [3.512, -3.603, -0.354], [5.611, -2.967, -1.379], [6.109, -0.599, -1.927], [4.373, 1.147, -1.381], [-2.425, 2.120, 0.318], [-3.217, 1.703, -0.713], [-4.517, 2.229, -0.832], [-5.353, 1.836, -1.852], [-4.925, 0.908, -2.803], [-3.652, 0.390, -2.695], [-2.784, 0.754, -1.657], [-1.086, 0.082, -1.580], [-1.293, -1.503, -2.487], [-0.619, -1.822, -3.661], [-0.854, -3.032, -4.305], [-1.758, -3.941, -3.783], [-2.434, -3.635, -2.608], [-2.205, -2.428, -1.971], [-0.179, 1.167, -2.736], [-0.699, 2.391, -3.147], [0.066, 3.256, -3.920], [1.352, 2.902, -4.300], [1.874, 1.676, -3.906], [1.117, 0.822, -3.122], [-2.738, 2.875, 0.901], [-1.457, 1.850, 0.408], [-4.852, 2.954, -0.100], [-6.348, 2.259, -1.914], [-5.575, 0.603, -3.612], [-3.312, -0.323, -3.435], [0.069, -1.116, -4.105], [-0.326, -3.257, -5.223], [-1.937, -4.882, -4.286], [-3.150, -4.332, -2.193], [-2.780, -2.187, -1.084], [-1.702, 2.676, -2.857], [-0.350, 4.206, -4.229], [1.945, 3.575, -4.906], [2.874, 1.386, -4.204], [1.537, -0.129, -2.819], [-4.778, -0.890, 2.665], [-4.091, -1.011, 3.869], [-2.708, -1.013, 3.896], [-2.007, -0.908, 2.697], [-2.689, -0.772, 1.502], [-4.075, -0.763, 1.478], [-0.571, -0.872, 2.647], [-0.006, -1.102, 3.739], [1.381, -0.868, 3.737], [2.074, -1.163, 4.906], [3.427, -0.879, 4.962], [4.048, -0.290, 3.866], [3.332, 0.002, 2.707], [1.978, -0.288, 2.613], [-5.860, -0.878, 2.658], [-4.641, -1.088, 4.798], [-2.167, -1.081, 4.827], [-2.124, -0.659, 0.589], [-4.597, -0.639, 0.536], [1.546, -1.595, 5.747], [3.994, -1.094, 5.858], [5.102, -0.047, 3.918], [3.856, 0.464, 1.877], [-0.428, 5.080, 4.079], [0.718, 4.473, 3.469], [1.988, 4.554, 4.128], [0.376, 2.903, 3.086], [0.363, 2.743, 1.802], [0.103, 1.635, 1.199], [0.652, 3.951, 0.973], [0.726, 4.060, -0.405], [1.033, 5.307, -0.936], [1.263, 6.401, -0.105], [1.193, 6.283, 1.280], [0.882, 5.040, 1.790], [0.551, 3.201, -1.044], [1.096, 5.428, -2.010], [1.503, 7.361, -0.544], [1.375, 7.129, 1.928]], "forces_ev_per_angstrom": [[0.6, -0.2, -0.6], [0.0, -0.1, -0.1], [0.0, 0.0, 0.1], [-0.1, 0.0, 0.0], [0.1, 0.0, 0.0], [0.0, 0.1, -0.1], [0.0, 0.0, 0.0], [0.0, 0.0, 0.0], [0.0, 0.0, 0.0], [0.0, 0.0, 0.0], [0.0, 0.0, 0.0], [0.0, 0.0, -0.1], [0.0, -0.1, 0.1], [0.0, 0.0, 0.0], [-0.1, 0.0, 0.0], [0.0, 0.0, -0.1], [0.0, 0.0, 0.0], [-0.1, 0.1, 0.0], [0.0, 0.0, 0.0], [0.0, 0.0, 0.0], [0.0, 0.0, 0.0], [0.0, 0.0, 0.0], [0.0, 0.0, 0.0], [0.0, 0.0, 0.0], [0.0, 0.0, 0.0], [0.0, 0.0, 0.0], [-0.3, 0.0, -0.4], [0.1, 0.1, 0.2], [0.0, 0.0, 0.0], [0.0, 0.0, 0.0], [0.0, 0.0, 0.0], [0.0, 0.0, 0.0], [0.0, -0.1, -0.1], [0.0, -0.1, 0.0], [0.0, 0.1, 0.0], [0.0, 0.0, -0.1], [0.1, 0.0, 0.0], [0.0, 0.0, 0.1], [0.0, 0.0, 0.0], [0.0, 0.0, 0.0], [0.0, 0.0, 0.0], [0.0, 0.0, 0.0], [0.0, 0.0, 0.0], [0.0, 0.0, 0.0], [0.0, 0.0, 0.0], [0.0, 0.0, 0.0], [-0.1, 0.0, 0.1], [-0.1, 0.0, 0.0], [0.0, 0.0, 0.0], [0.0, 0.0, 0.0], [0.0, 0.0, 0.0], [0.0, 0.0, 0.0], [0.0, -0.1, 0.0], [0.0, 0.0, 0.0], [0.0, 0.0, 0.0], [0.0, 0.0, 0.0], [0.0, 0.0, 0.1], [0.0, 0.0, 0.0], [0.0, 0.0, 0.0], [0.0, 0.0, 0.0], [0.0, 0.0, 0.0], [0.1, 0.0, 0.1], [0.0, 0.0, 0.0], [0.0, 0.0, 0.0], [0.0, 0.0, 0.0], [0.0, -0.1, 0.0], [0.0, -0.1, 0.0], [0.0, 0.0, 0.0], [-0.4, 0.0, 0.5], [0.0, 0.1, -0.1], [0.0, 0.0, 0.0], [0.0, 0.0, 0.0], [0.0, 0.0, 0.0], [0.0, 0.0, 0.0], [0.0, 0.0, 0.0], [0.0, 0.0, 0.0], [0.0, 0.0, 0.0], [0.0, 0.0, 0.0], [0.0, 0.0, 0.0], [0.0, 0.0, 0.0], [0.0, 0.0, 0.0], [0.0, 0.0, 0.0], [0.0, 0.0, 0.0], [0.0, 0.0, 0.0], [0.0, 0.0, 0.0], [0.0, 0.0, 0.0], [0.0, 0.0, -0.1], [0.0, 0.0, 0.0], [0.0, -0.1, -0.2], [0.1, 0.1, 0.1], [0.2, 0.1, 0.3], [0.0, 0.0, 0.1], [0.0, 0.0, 0.0], [0.0, 0.0, 0.0], [0.0, 0.0, 0.0], [0.0, 0.0, 0.0], [0.0, 0.0, -0.1], [0.1, 0.1, 0.1], [0.0, 0.0, 0.0], [0.0, 0.0, 0.0], [0.0, 0.0, 0.0]], "mulliken_charge": [0.26, -0.85, 0.20, -0.94, -1.12, 0.69, 1.39, -0.62, -1.24, -0.90, -0.55, -0.52, 0.12, 0.39, 0.42, 0.02, 0.56, 0.12, 0.26, 0.40, 0.24, 0.33, 0.44, 0.44, 0.43, 0.56, 0.57, -0.01, -0.48, -0.77, -0.92, -0.87, 0.64, 2.68, 0.61, -1.07, -0.71, -0.81, -0.63, -0.31, 0.74, -0.97, -0.82, -0.80, -1.59, -0.77, 0.25, -1.00, 0.44, 0.39, 0.44, 0.51, 0.50, 0.42, 0.35, 0.46, 0.24, 0.29, 0.49, 0.42, 0.50, 1.07, -0.89, -0.63, -0.71, -1.36, 1.54, -0.46, 1.55, -0.86, -0.44, -0.44, -0.72, -0.80, -0.64, 1.83, 0.44, 0.41, 0.52, -0.41, 0.47, 0.50, 0.40, 0.47, 0.44, -0.70, 1.22, -0.69, -0.51, 0.03, 0.69, 0.26, 0.38, -1.26, -0.56, -0.71, -0.19, 0.62, 0.41, 0.41, 0.43], "total_charge": 0, "e_above_lowest_kcal_mol": 9.4, "homo_ha": [-0.294, -0.295], "spin_multiplicity": 3, "homo_lumo_gap_ev": [7.01, 7.04], "lumo_ev": [-1.00, -0.99], "total_energy_ev": -118386.0561}